(1)
The following is a DFT calculation (ωB97M-V/def2-TZVPD) of a molecular structure, C13H25FeN6O5S2Se.

Geometry (Å):
1 Fe -0.7508 0.5374 -0.0181
2 O -1.7248 1.5212 3.4380
3 S -0.6448 1.2859 2.4934
4 O 0.6826 1.4996 3.0739
5 O -0.7413 -0.1201 1.9049
6 O -0.8096 2.1389 1.2476
7 C 2.4434 3.7321 1.4035
8 N 2.7765 2.5009 0.6705
9 C 3.5155 1.5714 1.5166
10 C 1.7143 1.9321 -0.0236
11 N 1.2506 0.7585 0.1138
12 N 1.2189 2.7983 -1.0029
13 C 0.0966 2.6349 -1.7872
14 N 0.0377 3.5740 -2.8212
15 N -0.7493 1.7058 -1.6045
16 H 1.9082 3.4856 2.3250
17 H 1.8011 4.3716 0.8036
18 H 3.3679 4.2656 1.6291
19 H 4.4085 2.0834 1.8758
20 H 3.8267 0.7079 0.9291
21 H 2.9161 1.2470 2.3735
22 H 1.6005 0.2876 0.9417
23 H 1.8937 3.4682 -1.3298
24 H 0.2565 4.5153 -2.5272
25 H -0.8403 3.5460 -3.3168
26 H -1.5365 1.7201 -2.2419
27 Se -0.7716 -1.7123 -1.1830
28 C -0.8522 -1.2328 -3.0161
29 C -1.9206 -1.6026 -3.8394
30 C -1.9471 -1.2085 -5.1670
31 N -1.0028 -0.4725 -5.7548
32 C 0.0248 -0.1276 -4.9729
33 C 0.1458 -0.4729 -3.6390
34 H -2.7304 -2.1981 -3.4357
35 H -2.7843 -1.4972 -5.7971
36 H 0.8027 0.4654 -5.4470
37 H 1.0105 -0.1571 -3.0699
38 C -5.3461 -2.4825 0.1918
39 C -4.7242 -1.1774 -0.2783
40 S -3.3070 -0.7072 0.7321
41 O -2.7761 0.5121 -0.0049
42 C -4.1492 -0.0258 2.1789
43 C -4.7663 1.3390 1.9356
44 H -6.1402 -2.7910 -0.4894
45 H -5.7820 -2.3911 1.1880
46 H -4.5952 -3.2731 0.2191
47 H -5.4330 -0.3490 -0.3095
48 H -4.2742 -1.2863 -1.2663
49 H -3.3544 0.0576 2.9219
50 H -4.8705 -0.7820 2.5011
51 H -3.9843 2.0362 1.6410
52 H -5.2179 1.7004 2.8607
53 H -5.5363 1.3227 1.1614

Summary:
* total charge: -1
* E_tot: -154472.8269 eV
* highest occupied orbital energy (alpha / beta): -3.91 / -3.91 eV
* Kohn-Sham gap (alpha / beta): 6.49 / 6.49 eV
* LUMO energy (alpha / beta): 0.09477 / 0.09477 hartree

(2)
The following is a DFT calculation (ωB97M-V/def2-TZVPD) of a molecular structure, C13H25Hg2O9S3.

Geometry (Å):
1 Hg -1.5007 -4.0586 2.1021
2 Hg -1.1919 -1.0560 5.5755
3 O 0.7548 -0.4263 1.5187
4 C 0.0911 -1.2200 2.3663
5 O 0.0063 -2.4537 2.0165
6 O -0.3813 -0.7724 3.4260
7 H 0.7571 -1.0143 0.7324
8 C 3.3746 -2.6325 0.4302
9 C 3.6320 -1.1599 0.1837
10 C 4.8454 -0.8426 1.0972
11 S 6.0389 -2.1810 0.6131
12 O 6.6522 -2.5810 1.8610
13 O 6.8407 -1.7989 -0.4958
14 C 4.7049 -3.3484 0.0952
15 H 2.5864 -2.9780 -0.2424
16 H 3.1198 -2.8857 1.4601
17 H 2.8947 -0.4265 0.5137
18 H 3.9209 -1.0520 -0.8621
19 H 4.5990 -0.9653 2.1502
20 H 5.4353 0.0679 0.9872
21 H 4.9164 -4.2925 0.5997
22 H 4.7815 -3.6323 -0.9555
23 C -1.2826 4.2978 -1.4059
24 C 0.0026 4.3446 -0.5050
25 C 0.4836 2.9230 -0.3754
26 S 0.3086 2.2001 -2.0953
27 O -0.5183 0.9990 -1.9900
28 O 1.4755 2.2449 -2.9427
29 C -0.9085 3.5141 -2.6724
30 H -1.3283 5.3675 -1.6197
31 H -2.1391 3.9236 -0.8557
32 H -0.1904 4.7787 0.4741
33 H 0.8129 4.8622 -1.0223
34 H -0.2272 2.3100 0.1906
35 H 1.4232 2.6492 0.1053
36 H -1.6837 3.0798 -3.2964
37 H -0.2494 4.0819 -3.3331
38 C -5.3657 -0.3420 -0.5774
39 C -4.4168 0.5142 0.2965
40 C -3.0981 0.0561 -0.1770
41 S -3.1842 -1.7600 -0.3283
42 O -2.6999 -2.3615 0.9210
43 O -2.6385 -2.2145 -1.5781
44 C -4.9797 -1.8238 -0.4374
45 H -5.2512 0.0223 -1.6012
46 H -6.4201 -0.1832 -0.3538
47 H -4.6265 0.3033 1.3508
48 H -4.6104 1.5794 0.1818
49 H -2.1933 0.3838 0.3499
50 H -2.8447 0.4762 -1.1556
51 H -5.2754 -2.0934 0.5777
52 H -5.2520 -2.4233 -1.2982

Summary:
* total charge: +3
* E_tot: -73130.7469 eV
* energy relative to the best compared isomer or geometry (same formula, charge and spin): 285.3 kJ/mol
* highest occupied orbital energy: -16.70 eV
* Kohn-Sham gap: 1.75 eV
* LUMO energy: -0.54955 hartree